## one
Computed, not measured: C24H28N2O3 in the gas phase, with ωB97M-V with the def2-TZVPD basis set.

Element x y z (Å)
1 O 0.006 -0.499 -2.247
2 O -3.845 -1.947 0.065
3 O 2.369 -2.502 -1.114
4 N 2.450 0.879 0.633
5 N -1.191 2.537 -1.184
6 C 1.050 3.274 -1.952
7 C -3.144 1.694 0.122
8 C -2.499 -1.836 -0.056
9 C -0.443 -1.194 -1.178
10 C 3.898 0.963 0.587
11 C 2.043 -0.166 1.552
12 C 1.374 -0.190 -2.397
13 C -2.523 0.912 2.320
14 C 0.320 -1.787 -0.163
15 C -1.841 -1.236 -1.111
16 C 2.528 -1.536 1.076
17 C -0.812 1.758 0.885
18 C -1.197 1.221 2.115
19 C 1.788 2.144 0.947
20 C 0.152 2.657 -0.937
21 C -1.741 -2.384 0.984
22 C -3.488 1.145 1.338
23 C -0.373 -2.351 0.918
24 C 4.046 -1.526 0.883
25 C -4.654 -1.481 -0.987
26 C 4.465 -0.338 0.024
27 C -1.806 1.988 -0.097
28 C 1.794 -1.970 -0.189
29 C 0.428 2.196 0.324
30 H -2.252 -2.841 1.815
31 H 0.193 -2.817 1.711
32 H -4.545 -0.402 -1.125
33 H -2.372 -0.770 -1.925
34 H -2.832 0.489 3.264
35 H 4.359 -2.456 0.406
36 H 1.414 0.562 -3.184
37 H 5.554 -0.272 -0.018
38 H 1.091 4.357 -1.817
39 H -5.679 -1.706 -0.694
40 H -3.887 1.903 -0.635
41 H -4.424 -1.994 -1.926
42 H -0.473 1.060 2.900
43 H 1.787 0.215 -1.467
44 H 0.955 -0.163 1.611
45 H 0.684 3.073 -2.956
46 H 4.091 -0.480 -0.990
47 H 1.950 -1.067 -2.704
48 H 2.395 2.957 0.541
49 H 1.711 2.295 2.037
50 H 2.449 0.024 2.566
51 H 4.326 1.151 1.590
52 H 4.528 -1.459 1.862
53 H 2.277 -2.273 1.847
54 H -1.640 2.781 -2.050
55 H 4.180 1.796 -0.063
56 H 2.057 2.878 -1.860
57 H -4.518 0.896 1.543

Properties
Gap between HOMO and LUMO in Ha: 0.3094
Structure (SMILES): COc1ccc(C(=O)[C@H]2CCCN(Cc3c(C)[nH]c4ccccc34)C2)c(OC)c1
LUMO in eV: 0.7035

## two
Computed, not measured: C24H28N2O3 in the gas phase, with ωB97M-V with the def2-TZVPD basis set.

Element x y z (Å)
1 O 3.278 -0.463 2.026
2 O -5.494 1.873 0.704
3 O -5.032 0.270 -1.259
4 N 3.412 -0.084 -0.242
5 N 0.404 -0.479 0.997
6 C -1.585 0.618 0.037
7 C 4.940 1.298 -1.523
8 C -0.163 0.174 -0.183
9 C -4.930 -0.735 -2.243
10 C -5.807 2.774 1.735
11 C 7.006 2.065 -0.564
12 C 0.110 -0.803 -1.340
13 C -0.479 -1.333 1.776
14 C 1.545 -1.285 0.541
15 C 1.509 -1.314 -1.000
16 C 2.847 -0.565 0.901
17 C -2.641 0.187 -0.760
18 C 2.634 -0.368 -1.435
19 C 1.432 -2.635 1.260
20 C 4.610 0.641 -0.338
21 C -1.845 1.498 1.073
22 C -3.937 0.616 -0.524
23 C 0.481 -2.329 2.413
24 C 6.683 1.415 0.615
25 C 5.502 0.708 0.733
26 C -4.833 -2.138 -1.648
27 C -3.135 1.936 1.326
28 C 6.127 2.002 -1.629
29 C -4.191 1.505 0.542
30 H -1.218 -1.856 1.147
31 H 1.032 -1.841 3.215
32 H -5.694 -2.326 -1.012
33 H 5.263 0.212 1.657
34 H 7.360 1.454 1.456
35 H -5.295 3.733 1.604
36 H 3.278 -0.827 -2.192
37 H -2.443 -0.478 -1.583
38 H 6.361 2.504 -2.557
39 H -1.019 -0.735 2.512
40 H 0.053 -0.330 -2.318
41 H -5.559 2.363 2.720
42 H -0.021 -3.213 2.799
43 H 0.443 1.078 -0.350
44 H -3.303 2.618 2.144
45 H -3.935 -2.242 -1.044
46 H -0.593 -1.637 -1.305
47 H -4.088 -0.538 -2.919
48 H 4.277 1.277 -2.373
49 H -5.856 -0.642 -2.817
50 H -4.812 -2.876 -2.445
51 H -6.883 2.929 1.672
52 H 0.996 -3.379 0.590
53 H 2.401 -2.993 1.602
54 H -1.031 1.839 1.694
55 H 2.222 0.561 -1.847
56 H 1.686 -2.318 -1.388
57 H 7.931 2.615 -0.652

Properties
Gap between HOMO and LUMO in Ha: 0.3166
Structure (SMILES): CCOc1cc([C@@H]2C[C@H]3CN(c4ccccc4)C(=O)[C@]34CCCN24)ccc1OC
LUMO in eV: 0.6510

## three
Computed, not measured: C24H28N2O3 in the gas phase, with ωB97M-V with the def2-TZVPD basis set.

Element x y z (Å)
1 O 0.306 1.579 2.256
2 O 3.058 0.899 5.773
3 O -0.145 -0.875 -3.432
4 N 1.343 -0.370 2.725
5 N -1.667 -1.601 -1.966
6 C 1.901 -1.640 2.321
7 C 0.966 -1.156 5.026
8 C 1.560 -2.506 4.635
9 C 1.468 -0.021 4.129
10 C -1.327 -1.505 -3.205
11 C -1.234 2.555 -1.826
12 C 1.523 0.505 -0.480
13 C -2.343 -0.883 -5.397
14 C -2.540 1.075 -3.798
15 C 0.730 0.498 1.889
16 C 2.570 2.207 5.958
17 C -3.220 0.257 -4.864
18 C -1.435 1.858 -4.113
19 C -2.344 1.794 -1.506
20 C -0.784 2.589 -3.135
21 C 1.303 -2.771 3.156
22 C -0.525 -0.674 0.082
23 C 2.916 0.394 4.469
24 C 0.280 -0.497 -2.201
25 C 0.586 0.062 0.459
26 C 1.393 0.229 -1.828
27 C -2.109 -1.993 -4.365
28 C -0.674 -0.952 -1.268
29 C -2.993 1.062 -2.486
30 H 3.583 -0.470 4.429
31 H 3.003 2.896 5.224
32 H 1.697 -1.795 1.261
33 H -1.079 1.892 -5.133
34 H -1.259 -1.001 0.800
35 H 2.365 1.088 -0.136
36 H -1.560 -2.810 -4.843
37 H 3.250 1.136 3.728
38 H -0.721 3.113 -1.057
39 H -4.148 -0.160 -4.468
40 H 1.747 -3.720 2.850
41 H -1.377 -0.484 -5.713
42 H -2.699 1.763 -0.487
43 H 0.078 3.186 -3.396
44 H -3.474 0.911 -5.703
45 H 2.634 -2.514 4.827
46 H 2.875 2.504 6.960
47 H -0.122 -1.209 4.948
48 H 0.228 -2.822 2.971
49 H -2.830 -1.324 -6.269
50 H 1.479 2.257 5.885
51 H 1.226 -0.912 6.057
52 H -3.850 0.459 -2.224
53 H 1.109 -3.293 5.243
54 H 2.109 0.577 -2.553
55 H -3.055 -2.382 -3.989
56 H 2.989 -1.618 2.462
57 H 0.829 0.858 4.269

Properties
Gap between HOMO and LUMO in Ha: 0.3406
Structure (SMILES): COC[C@@H]1CCCCN1C(=O)c1ccc2oc(CCCc3ccccc3)nc2c1
LUMO in eV: 0.7753

three takes first place; second place is 13.1 kcal/mol up.

## one
Computed, not measured: a 2-piece molecular cluster, CH4S2 overall, with ωB97M-V with the def2-TZVPD basis set.

Element x y z (Å)
1 S -0.588 2.183 1.688
2 S -1.617 -0.745 -1.051
3 C 0.371 1.196 0.899
4 H 1.250 0.936 1.450
5 H 0.084 0.769 -0.070
6 H -0.299 -0.364 -1.021
7 H -1.404 -1.973 -1.556

Properties
Gap between HOMO and LUMO in Ha: 0.3137
Structure (SMILES): C=S.S
LUMO in eV: -0.3630

## two
Computed, not measured: CH4S2 in the gas phase, with ωB97M-V with the def2-TZVPD basis set.

Element x y z (Å)
1 S -0.858 -0.688 0.257
2 S -2.394 0.415 -0.398
3 C 0.849 0.336 0.331
4 H 1.645 -0.424 0.385
5 H -0.651 -1.404 -0.954
6 H 0.894 0.688 -0.662
7 H 0.514 1.077 1.043

Properties
Gap between HOMO and LUMO in Ha: 0.3150
LUMO in eV: 0.3866

two takes first place; second place is 2.2 kcal/mol up.

## one
Computed, not measured: C4H9N4S as an isolated structure, with ωB97M-V with the def2-TZVPD basis set.

Element x y z (Å)
1 S 1.770 -1.474 -0.861
2 N -1.986 0.500 -0.005
3 N 1.067 2.380 -1.124
4 N 1.850 0.024 1.229
5 N -0.963 -1.237 0.167
6 C -2.311 -0.943 -0.337
7 C -0.819 0.031 0.572
8 C 1.656 0.179 -0.147
9 C 1.088 1.302 -0.602
10 H -3.211 -1.119 0.317
11 H -2.618 1.046 0.530
12 H 2.138 0.952 1.583
13 H 2.529 -1.097 -1.860
14 H -0.227 -2.025 0.193
15 H -2.279 -1.171 -1.443
16 H -0.343 0.364 1.494
17 H 0.326 3.112 -1.270
18 H 2.333 -0.825 1.566

Properties
Gap between HOMO and LUMO in Ha: 0.2976
Net charge: +1
LUMO in eV: -3.5183

## two
Computed, not measured: a 2-piece molecular cluster, C4H9N4S overall, with ωB97M-V with the def2-TZVPD basis set.

Element x y z (Å)
1 S 0.225 3.017 -1.197
2 N -2.237 0.411 1.114
3 N -0.986 -0.684 -1.686
4 N -0.772 0.573 -1.166
5 N 1.539 -0.721 0.350
6 C -1.071 0.309 1.220
7 C 1.317 -0.205 1.593
8 C 0.093 0.386 1.914
9 C -0.135 1.481 -1.815
10 H -1.780 -1.126 -1.485
11 H -0.145 0.564 2.956
12 H 2.080 -0.250 2.337
13 H -0.895 -0.592 -2.691
14 H 2.470 -1.003 0.153
15 H -2.976 0.218 0.459
16 H 0.927 -0.390 -0.376
17 H -0.609 3.063 -0.089
18 H 0.371 1.377 -2.796

Properties
Gap between HOMO and LUMO in Ha: 0.3049
Net charge: +1
LUMO in eV: -4.0910

two takes first place; second place is 22.9 kcal/mol up.

## one
Computed, not measured: C39H35F6N4P2PtSSb as an isolated structure, with ωB97M-V with the def2-TZVPD basis set.

Element x y z (Å)
1 Pt 0.114 0.227 -0.050
2 Sb -1.581 3.918 -1.001
3 S 1.942 1.422 0.714
4 P 1.260 -1.700 0.347
5 P 1.059 0.182 -2.265
6 F -1.265 3.797 -2.832
7 F -3.058 2.766 -1.147
8 F -2.513 5.506 -0.962
9 F 0.141 4.613 -0.716
10 F -1.663 3.619 0.863
11 F -0.526 2.140 -1.001
12 N -0.756 1.197 1.710
13 N -1.987 -0.087 -0.228
14 N 1.675 3.439 2.388
15 N -0.093 2.020 2.446
16 C 0.244 -3.180 0.399
17 C -2.495 0.623 3.384
18 C -1.143 -3.139 0.527
19 C -1.212 -5.540 0.527
20 C -2.706 0.248 0.880
21 C 4.689 2.880 -2.865
22 C 3.495 -2.255 1.884
23 C -1.229 0.765 -6.137
24 C 2.506 1.230 -2.393
25 C 0.095 1.692 -4.358
26 C -3.538 0.299 5.944
27 C 3.633 -1.739 4.229
28 C -3.805 -0.661 4.968
29 C 3.492 3.427 -2.416
30 C 0.173 -5.584 0.425
31 C -0.654 -0.622 -4.264
32 C 4.193 -2.282 3.083
33 C 2.387 -1.884 -1.060
34 C 4.791 1.515 -3.093
35 C 0.905 -4.412 0.363
36 C -0.543 1.834 -5.578
37 C -2.611 -0.271 -1.389
38 C -3.984 -0.110 -1.523
39 C -1.869 -4.320 0.579
40 C -2.232 1.587 4.389
41 C -3.312 -0.497 3.696
42 C -4.726 0.207 -0.407
43 C 1.621 -1.538 -2.323
44 C 2.363 -1.172 4.193
45 C -2.771 1.428 5.644
46 C -1.280 -0.464 -5.483
47 C -1.953 0.687 2.072
48 C 3.710 0.683 -2.849
49 C 1.649 -1.162 3.008
50 C 1.105 2.372 1.898
51 C 0.080 0.448 -3.716
52 C 2.221 -1.691 1.848
53 C 2.405 2.608 -2.171
54 C -4.080 0.368 0.817
55 H -0.500 2.783 -6.094
56 H 2.198 -1.708 -3.233
57 H -1.727 0.885 -7.090
58 H 1.165 4.029 3.034
59 H -1.656 -2.193 0.582
60 H 5.707 1.095 -3.485
61 H -4.399 -1.531 5.212
62 H 2.739 -2.915 -1.112
63 H -0.720 -1.577 -3.757
64 H 5.544 3.518 -3.044
65 H 1.932 -0.749 5.091
66 H -4.442 -0.208 -2.497
67 H -3.505 -1.248 2.940
68 H 3.813 -0.373 -3.058
69 H 0.645 -0.750 2.985
70 H -1.776 -6.461 0.585
71 H 1.480 3.044 -1.817
72 H 1.986 -4.464 0.304
73 H -3.934 0.172 6.943
74 H -1.798 -1.300 -5.935
75 H -4.635 0.638 1.704
76 H 4.182 -1.771 5.161
77 H 5.176 -2.732 3.121
78 H -5.795 0.357 -0.479
79 H -2.612 2.186 6.398
80 H 3.954 -2.667 0.994
81 H 2.565 3.770 2.040
82 H 0.594 2.540 -3.917
83 H 0.735 -2.175 -2.392
84 H -1.998 -0.542 -2.235
85 H 3.250 -1.235 -0.894
86 H -1.672 2.475 4.150
87 H 3.405 4.493 -2.256
88 H 0.686 -6.536 0.397
89 H -2.948 -4.292 0.660

Properties
Gap between HOMO and LUMO (alpha / beta) in Ha: 0.2336 / 0.2026
Net charge: +3
Multiplicity: 2
LUMO (alpha / beta) in eV: -10.2397 / -11.1656

## two
Computed, not measured: C39H35F6N4P2PtSSb as an isolated structure, with ωB97M-V with the def2-TZVPD basis set.

Element x y z (Å)
1 Pt -0.504 0.269 0.405
2 Sb -3.700 3.147 -0.664
3 S -1.428 0.666 2.788
4 P 0.735 2.133 -1.062
5 P 1.750 -0.176 1.206
6 F -4.824 4.452 -1.331
7 F -3.506 3.504 1.196
8 F -2.283 1.669 -0.143
9 F -3.267 2.415 -2.401
10 F -2.090 4.191 -0.900
11 F -4.902 1.736 -0.312
12 N -1.730 -1.632 0.938
13 N -1.514 -0.615 -1.466
14 N -2.147 -1.322 4.377
15 N -1.986 -1.877 2.173
16 C 2.294 -1.679 3.462
17 C -2.362 -1.919 -3.740
18 C -2.056 -2.452 -0.042
19 C -3.617 -4.326 -0.589
20 C -0.228 4.722 1.950
21 C -0.100 3.735 -3.181
22 C 1.354 1.881 -3.771
23 C -2.423 -5.879 1.386
24 C -1.625 0.038 -2.602
25 C 3.181 -0.803 5.512
26 C 2.790 -1.885 4.736
27 C 3.788 -1.977 0.560
28 C 2.139 -3.549 -1.040
29 C 2.205 -0.380 2.949
30 C 3.469 -3.897 -0.854
31 C -3.990 -5.643 -0.429
32 C -2.019 -4.574 1.215
33 C 1.215 4.813 -0.450
34 C 2.511 0.710 3.765
35 C 4.289 -3.107 -0.060
36 C 0.567 3.399 -5.462
37 C 3.016 0.492 5.036
38 C 2.773 1.250 0.635
39 C 1.635 -2.411 -0.437
40 C 2.497 1.599 -0.817
41 C 2.454 -1.623 0.366
42 C -2.111 -0.558 -3.766
43 C 1.328 2.290 -5.087
44 C -1.877 -0.972 3.128
45 C -2.575 -3.786 0.193
46 C -0.122 4.135 -4.502
47 C 0.355 5.909 1.526
48 C 0.665 2.623 -2.797
49 C 0.612 3.625 -0.036
50 C -3.392 -6.430 0.548
51 C 1.099 5.936 0.352
52 C -1.915 -1.898 -1.379
53 C -0.117 3.596 1.154
54 C -2.233 -2.604 -2.544
55 H 0.602 -2.115 -0.583
56 H 4.424 -1.384 1.201
57 H 1.586 6.853 0.050
58 H -3.691 -7.460 0.669
59 H 2.719 0.747 -1.463
60 H -2.256 0.030 -4.657
61 H -2.393 -3.668 -2.497
62 H 0.482 3.664 -6.505
63 H -2.497 -2.249 4.583
64 H 3.125 2.439 -1.129
65 H -1.351 1.084 -2.607
66 H -2.671 -2.441 -4.636
67 H 3.611 -0.967 6.487
68 H -2.178 -0.632 5.115
69 H -4.179 -3.682 -1.247
70 H -0.822 4.699 2.850
71 H 1.925 1.006 -3.496
72 H -0.691 2.709 1.406
73 H 1.767 4.853 -1.379
74 H 1.497 -4.165 -1.649
75 H 3.869 -4.783 -1.322
76 H -4.772 -6.050 -1.049
77 H -1.972 -6.487 2.155
78 H 0.205 6.816 2.095
79 H 2.559 2.109 1.275
80 H 1.891 1.746 -5.830
81 H 2.889 -2.890 5.115
82 H 3.825 0.980 0.768
83 H -0.662 4.287 -2.445
84 H -0.697 5.004 -4.783
85 H 2.003 -2.519 2.848
86 H 3.299 1.333 5.650
87 H 5.324 -3.374 0.080
88 H 2.375 1.724 3.418
89 H -1.221 -4.174 1.823

Properties
Gap between HOMO and LUMO (alpha / beta) in Ha: 0.1816 / 0.1700
Net charge: +3
Multiplicity: 2
LUMO (alpha / beta) in eV: -11.4038 / -11.7183

one takes first place; second place is 73.2 kcal/mol up.